# 1
C17H6F3N3O7SeW | ωB97M-V/def2-TZVPD

Each line ends with the Löwdin charge.
CARTESIAN COORDINATES (ANGSTROEM)
W -0.72077 -1.88088 -0.92883  1.91
O 1.51905 -1.31499 -0.59209  0.09
C 1.42017 -2.49403 -0.26212  -0.45
O 0.65133 -3.23576 -1.10247  -0.07
C 1.43889 -2.95057 1.15316  -0.05
C 2.45441 -3.50797 1.90142  0.12
C 2.18311 -3.75884 3.23438  -0.07
C 0.96752 -3.47780 3.82574  0.13
C -0.04233 -2.92844 3.05616  -0.02
C 0.19040 -2.65549 1.72013  -0.15
O -0.76019 -2.05371 0.90084  -0.18
N -1.36065 -2.67359 3.67563  -0.33
O -1.38049 -2.55909 4.87123  0.16
O -2.30889 -2.62372 2.91781  0.11
N 3.25903 -4.35873 4.06785  -0.34
O 2.98759 -4.57176 5.22250  0.14
O 4.30455 -4.58229 3.50458  0.13
H 3.42811 -3.74165 1.49268  0.15
H 0.80074 -3.68884 4.87451  0.16
Se -4.91637 -3.54468 -2.27978  1.18
C -3.43836 -2.96404 -1.84581  -0.77
N -2.31999 -2.52372 -1.51325  -0.19
F 0.86861 7.07940 -3.16730  0.18
C -0.37373 6.69470 -2.89110  -0.60
F -1.15380 6.98472 -3.93313  0.18
F -0.80988 7.38145 -1.83194  0.18
C -0.44471 5.20584 -2.58638  -0.03
C 0.72632 4.46825 -2.42785  0.05
C 0.64236 3.12881 -2.13097  0.05
C -0.63424 2.52887 -1.99647  -0.21
C -1.81694 3.29361 -2.16232  0.04
C -1.71103 4.62872 -2.45504  0.04
C -0.71277 1.18696 -1.69920  0.03
C -0.77909 -0.02842 -1.43034  -0.15
H 1.68746 4.94924 -2.53914  0.14
H 1.53401 2.53121 -2.00101  0.14
H -2.78330 2.82106 -2.05475  0.14
H -2.59612 5.23617 -2.58734  0.15

Results
M = 684.04 u
relative energy (zero: lowest compared OMol25 entry of this formula, charge and spin) = 1.314 eV
total charge = +2
max |F| = 0.33 eV/Å
E_HOMO (alpha / beta) = -0.580 / -0.580 Ha
HOMO-LUMO gap (alpha / beta) = 5.766 / 5.767 eV

---

# 2
C17H79ClN3O30 | ωB97M-V/def2-TZVPD

Each line ends with the Löwdin charge.
CARTESIAN COORDINATES (ANGSTROEM)
C -2.54915 4.65813 3.77216  -0.12
C -1.24359 4.03707 2.96972  -0.21
C -1.65098 2.56771 2.36940  -0.19
O -2.17738 2.57605 0.99588  -0.14
C -1.14859 2.91318 0.00032  -0.13
N -0.06895 1.84949 -0.17521  -0.08
C 0.04236 1.31767 -1.58308  -0.10
C 1.03492 2.15522 -2.58068  -0.53
Cl 0.24911 3.56861 -3.48145  0.60
N 2.34618 2.52779 -1.85548  -0.15
O 2.84359 1.31461 -1.50915  -0.09
C 4.31225 1.31097 -1.46775  -0.20
O 5.10678 2.17398 -2.14275  0.00
C 4.98883 0.17072 -0.44711  -0.05
C 5.73364 -1.19317 -0.98704  0.02
C 6.29874 -2.23757 0.18215  0.00
C 6.08485 -1.89008 1.79655  -0.04
C 5.35570 -0.51115 2.32161  -0.06
C 4.79975 0.52270 1.17708  -0.03
C 1.97492 3.36303 -0.65088  -0.21
C 3.27068 4.17556 0.02069  -0.10
C 2.79476 5.16962 1.25182  -0.21
N 2.53402 6.49362 0.96227  0.07
C 1.21297 2.36994 0.43141  -0.07
H -3.12774 3.78205 4.33575  0.07
H -2.23199 5.51703 4.51477  0.07
H -3.28139 5.06054 2.92782  0.07
H -0.38993 3.84108 3.77980  0.12
H -0.78321 4.78458 2.19647  0.10
H -0.70283 1.85638 2.45678  0.09
H -2.46768 2.10847 3.08501  0.15
H -0.71247 4.00201 0.16414  0.16
H -1.71136 2.96393 -1.05130  0.16
H -0.37078 1.02749 0.43050  0.17
H -1.02649 1.17882 -2.09662  0.13
H 0.46772 0.20560 -1.49105  0.16
H 1.38364 1.38179 -3.42129  0.16
H 5.82352 -1.39701 -2.14312  0.10
H 6.80601 -3.23259 -0.17429  0.06
H 6.46348 -2.66652 2.60469  0.10
H 5.17292 -0.24619 3.44645  0.09
H 4.24568 1.52685 1.50921  0.08
H 1.18416 4.22544 -0.88740  0.15
H 4.10204 3.44806 0.41018  0.10
H 3.72148 4.84636 -0.85025  0.15
H 2.70054 4.70072 2.34542  0.12
H 2.25956 6.97097 1.87276  0.04
H 1.90694 1.55913 0.91176  0.13
H 0.88619 3.08557 1.32987  0.14
O -3.03307 0.62483 -2.43767  -0.07
H -3.64009 0.96698 -3.11104  0.03
H -3.61843 0.23198 -1.77283  0.03
O -5.62495 -0.70718 -1.40769  -0.07
H -6.06355 -0.41735 -0.59369  0.05
H -6.11548 -1.50135 -1.66780  0.01
O -4.06907 2.34666 -4.62234  -0.04
H -4.73680 3.04823 -4.65239  0.08
H -3.22742 2.82138 -4.69493  0.06
O 6.55428 -5.36448 -0.38388  -0.10
H 7.00487 -6.22232 -0.37651  0.03
H 5.65393 -5.57554 -0.67338  0.03
O 0.54996 -0.03189 2.77416  -0.05
H 1.49386 -0.21038 2.64701  0.05
H 0.13585 -0.90560 2.70989  0.06
O -2.41625 -2.21664 -2.32581  -0.06
H -2.30734 -1.26069 -2.21059  -0.01
H -3.37482 -2.35036 -2.27843  0.04
O -2.91824 2.89865 6.44108  -0.07
H -2.41486 2.19587 6.87889  0.04
H -3.04471 3.56305 7.13503  0.05
O -7.00688 -3.08590 -0.77398  -0.08
H -7.87117 -3.31226 -1.14913  0.01
H -7.03747 -3.45285 0.12235  0.02
O 5.95026 5.48778 2.42251  -0.07
H 6.24680 6.38769 2.62549  0.05
H 5.36143 5.60151 1.66138  0.01
O -9.59714 -3.01489 -0.02206  -0.06
H -9.67626 -2.12577 0.35501  0.06
H -10.38957 -3.47445 0.29393  0.04
O -5.30138 0.77165 -6.60053  -0.08
H -4.87466 0.12983 -7.18785  0.04
H -4.57040 1.13001 -6.07496  -0.01
O -12.50547 -3.12454 -1.17443  -0.07
H -12.45995 -3.35176 -2.11532  0.04
H -12.97593 -3.87197 -0.77568  0.04
O -5.00734 6.47511 2.99087  -0.07
H -4.71080 7.37502 3.19385  0.04
H -5.59617 6.58884 2.22973  0.05
O 5.54407 -6.24123 -2.48990  -0.07
H 6.19042 -5.54575 -2.68355  0.07
H 5.50650 -6.76001 -3.30748  0.02
O 9.74509 -4.97555 -0.58783  -0.05
H 9.85400 -4.01960 -0.47261  0.05
H 8.78651 -5.10926 -0.54045  0.01
O 4.95635 -9.45189 -2.19399  -0.05
H 5.06525 -8.49595 -2.07877  0.00
H 3.99777 -9.58561 -2.14661  0.05
O -0.15134 -2.10565 0.05188  -0.04
H 0.14519 -1.20574 0.25486  -0.01
H -0.74018 -1.99192 -0.70926  0.01
O -8.29494 -3.49498 -3.57018  -0.05
H -7.64858 -2.79950 -3.76383  0.06
H -8.33251 -4.01376 -4.38776  0.06
O -6.13618 -4.01085 2.11903  -0.05
H -6.17281 -3.77402 3.05794  0.05
H -5.20735 -4.24513 1.97284  0.05
O 2.22014 6.35523 3.98659  -0.08
H 2.72352 5.65245 4.42441  0.05
H 2.09366 7.01963 4.68055  0.06
O -3.45895 7.85744 5.72290  -0.07
H -2.51505 7.67896 5.59575  0.03
H -3.87306 6.98374 5.65863  0.01
O -6.45969 6.63862 6.71340  -0.07
H -6.16315 7.53852 6.91638  0.04
H -7.04852 6.75234 5.95227  0.04
O 8.18992 -1.16779 -3.33630  -0.07
H 7.52219 -0.46622 -3.36636  0.02
H 9.03156 -0.69307 -3.40890  0.05
O -10.53826 -5.30108 -3.21821  -0.06
H -9.89191 -4.60559 -3.41186  -0.01
H -10.57583 -5.81986 -4.03580  0.04
O 6.38687 -8.20194 0.51771  -0.05
H 5.94828 -7.91211 1.33172  0.05
H 5.89634 -8.99612 0.25761  0.04
O 4.96801 -7.06911 -5.44404  -0.06
H 5.01353 -7.29633 -6.38493  0.05
H 4.49755 -7.81654 -5.04529  0.04
O 11.10656 -7.42252 -2.24571  -0.07
H 11.60994 -8.12530 -1.80789  0.04
H 10.98009 -6.75812 -1.55176  0.00

Results
M = 841.26 u
relative energy (zero: lowest compared OMol25 entry of this formula, charge and spin) = 12.452 eV
total charge = +1
max |F| = 9.38 eV/Å
E_HOMO = -0.401 Ha
HOMO-LUMO gap = 8.435 eV

---

# 3
C17H7Br5Cl2N2O3S4W | ωB97M-V/def2-TZVPD

Each line ends with the Löwdin charge.
CARTESIAN COORDINATES (ANGSTROEM)
W -1.06058 -0.29891 0.09952  0.92
S -0.40819 -2.02289 1.79178  0.33
S -0.68974 -0.13401 2.71480  0.16
S 0.98397 1.25697 3.13111  0.33
S 0.89444 1.79834 0.91536  0.56
O 4.32086 -2.91565 -1.32662  0.06
C 3.39360 -2.02378 -0.91337  -0.24
C 3.18913 -1.84092 0.45883  -0.04
C 2.18499 -0.86035 0.60302  -0.32
N 1.39189 -0.08916 -1.33892  -0.26
C 1.83839 -0.43437 -2.52603  0.00
Br -1.74443 1.08935 -1.85261  0.19
C 2.79776 -1.41407 -2.24063  -0.06
H 4.71488 -3.37412 -0.57525  0.12
H 3.72070 -2.35419 1.24227  0.11
H 0.43812 -0.32745 1.09231  -0.28
H 3.26931 -1.91008 -3.07837  0.07
Br -3.90094 -6.09889 -1.70262  0.74
C -3.58214 -4.38569 -0.99409  -0.74
C -4.51016 -3.79730 -0.13980  -0.74
Br -6.08520 -4.70760 0.33695  0.74
C -4.27586 -2.51697 0.37666  -0.65
Br -5.46061 -1.66076 1.55167  0.82
C -3.12654 -1.83772 0.02696  -0.40
O -2.93190 -0.53320 0.47630  -0.38
C -2.15212 -2.44784 -0.85038  -0.41
O -0.99025 -1.77594 -1.13132  -0.38
C -2.40095 -3.71595 -1.33638  -0.65
Br -1.08292 -4.47437 -2.43887  0.81
Cl -2.03993 5.35529 0.65023  0.72
C -0.35689 4.99448 0.68946  -0.61
C 0.61271 5.98998 0.58622  -0.07
C 1.97848 5.70974 0.60030  -0.08
C 2.44654 4.40320 0.70046  -0.05
C 1.48110 3.43289 0.79341  -0.30
Cl 1.17152 0.10274 0.13809  0.34
C 0.07998 3.69041 0.79851  -0.42
N -0.57348 2.41827 0.95937  -0.26
H 0.27893 7.01406 0.48374  0.11
H 2.68304 6.52510 0.52296  0.11
H 3.50248 4.17137 0.70496  0.12

Results
M = 1069.79 u
relative energy (zero: lowest compared OMol25 entry of this formula, charge and spin) = 28.117 eV
max |F| = 7.93 eV/Å
E_HOMO (alpha / beta) = -0.281 / -0.280 Ha
HOMO-LUMO gap (alpha / beta) = 5.301 / 5.254 eV

---

> Among the records above, which one has the lowest M?

C17H6F3N3O7SeW